1.
The following is a quantum chemistry calculation of a structure of composition C5H7NO2 at a distorted geometry, from the OMol25 dataset.

As for the total energy: -399.67835 hartree. The value obtained for the energy relative to the best compared isomer or geometry (same formula, charge and spin) is 180.23 kcal/mol. The molar mass comes out at 113.1 g/mol.

The geometry in XYZ format:
```
15
Properties=species:S:1:pos:R:3:forces:R:3
C 0.223 -0.820 -0.085 0.7 3.8 0.7
H -3.870 -1.231 -0.131 5.9 2.1 0.7
O -0.018 1.382 -0.024 3.3 2.7 0.8
H -2.592 1.069 1.018 1.9 -2.2 -2.6
H 2.944 -1.164 1.137 0.4 1.3 -2.8
H -2.681 1.181 -0.847 2.3 -2.9 1.4
C -0.586 0.258 0.013 -3.6 -1.6 -1.5
C 2.798 -0.839 -0.049 3.1 -2.4 2.4
C -2.104 0.346 -0.053 -4.4 3.6 2.3
C 1.509 -0.156 -0.006 -0.8 -1.6 -0.7
H 3.747 0.078 -0.455 -2.9 -3.7 1.2
H 2.705 -2.187 -0.382 0.5 4.8 0.0
O -2.633 -0.970 0.048 -4.5 -1.2 -1.2
N 1.448 1.132 0.064 -1.7 0.4 -0.8
H -0.224 -1.708 0.101 -0.2 -3.2 0.1
```
Positions in Å, forces in eV/Å.

natural (NBO) atomic charge list, values in e, 8 entries: number 1, C, carries -0.40; number 2, H, carries 0.50; number 3, O, carries -0.31; number 4, H, carries 0.15; number 5, H, carries 0.24; number 6, H, carries 0.22; number 7, C, carries 0.34; number 8, C, carries -0.66

---

2.
The following is a quantum chemistry calculation of the molecule C7H9N3P2 at a distorted geometry, from the OMol25 dataset.

As for the total energy: -1118.98555 hartree. The value obtained for the energy relative to the best compared isomer or geometry (same formula, charge and spin) is 33.58 kcal/mol. The molar mass comes out at 197.1 g/mol. The SMILES is N#[PH]P(N)/N=C\c1ccccc1.

The geometry in XYZ format:
```
21
Properties=species:S:1:pos:R:3:forces:R:3
P 1.724 1.401 1.018 1.6 -0.5 1.4
H -2.089 -1.966 1.638 -0.2 0.3 0.0
H 0.443 0.464 -2.496 0.6 -0.7 1.1
N 1.798 -0.361 -1.148 -1.7 0.0 -1.2
C -1.999 -1.113 0.961 0.6 -1.6 1.1
C 0.622 -0.017 -1.472 -0.9 1.8 -1.7
N 3.746 -1.182 -0.405 2.0 -1.1 2.5
H -3.433 1.716 -0.035 0.0 -0.1 -0.2
H 4.604 -1.424 0.109 -0.6 0.2 -0.7
C -1.681 0.868 -0.848 2.6 0.0 -1.9
H -1.550 1.623 -1.628 -0.1 0.0 0.4
H 3.745 -0.695 -1.257 0.9 0.6 -1.3
H -3.625 -0.053 1.695 -1.7 0.0 1.0
N 0.590 2.072 0.328 -0.7 1.1 -0.6
C -0.820 -1.079 0.243 -0.6 1.0 -1.3
C -0.604 -0.046 -0.697 -1.7 -1.8 1.5
P 2.318 -0.895 0.345 -0.4 0.1 0.6
H 2.086 1.873 2.366 -0.1 -0.4 -0.5
H -0.203 -1.933 0.381 0.9 -0.3 -0.1
C -2.936 -0.138 0.927 1.5 1.4 -1.5
C -2.736 0.884 -0.023 -1.9 -0.1 1.5
```
Positions in Å, forces in eV/Å.

natural (NBO) atomic charge list, values in e, 8 entries: number 1, P, carries 0.81; number 2, H, carries 0.21; number 3, H, carries 0.19; number 4, N, carries -0.84; number 5, C, carries -0.21; number 6, C, carries 0.22; number 7, N, carries -1.16; number 8, H, carries 0.22

---

3.
The following is a quantum chemistry calculation of a structure of composition C43H35NO6OsP2S, from the OMol25 dataset.

As for the total energy: -3336.68343 hartree. Its expectation value of S² is 6.045. The molar mass comes out at 946.0 g/mol. Its total charge is +2. Its multiplicity is 5.

The geometry in XYZ format:
```
89
Properties=species:S:1:pos:R:3:forces:R:3
H -1.684 0.400 4.937 0.0 0.0 0.0
H -1.305 -2.658 -6.266 0.0 0.0 0.0
C 1.651 -1.373 -1.117 0.0 0.0 0.0
C 2.988 0.716 0.265 0.2 0.1 -0.3
C 2.242 2.949 -4.483 0.0 0.0 0.0
C -2.333 3.155 3.572 0.0 0.0 0.1
C -1.547 -4.007 -4.612 0.0 0.0 0.0
C 1.887 -4.109 -1.531 0.0 0.0 0.0
C -1.286 -5.233 -5.439 0.0 0.0 0.0
P -1.114 1.073 2.161 0.0 -0.4 0.3
C 2.939 0.655 1.683 -0.2 -0.1 0.3
H -1.887 -5.077 -2.789 0.0 0.0 0.0
C -3.859 0.755 1.944 0.0 0.0 0.0
H 0.170 -4.298 -0.257 0.0 0.0 0.0
O -3.475 0.420 -2.715 0.0 -0.1 -0.1
H 0.350 5.719 2.481 0.0 0.0 0.0
O -0.586 3.125 -0.904 -0.1 0.1 0.0
C -1.838 -4.102 -3.256 0.0 0.0 0.0
C 1.270 0.053 3.370 0.0 0.0 0.2
C 2.675 -1.872 -1.923 0.0 0.0 0.0
O -2.360 2.288 -0.232 -0.1 0.3 0.0
H 2.739 4.512 -3.095 0.0 0.0 0.0
H 6.115 1.466 2.490 0.0 0.0 0.0
C 4.215 0.964 -0.307 0.0 0.0 0.0
H 1.277 -0.183 -3.648 0.0 0.0 0.0
H -0.352 -0.550 6.767 0.0 0.0 0.0
C 0.873 -3.620 -0.721 0.0 0.0 0.0
C -2.390 4.463 4.029 0.0 0.0 0.0
C 4.050 0.956 2.506 0.2 0.0 -0.1
H -0.052 -1.880 0.110 0.0 0.0 0.0
H -1.992 -5.292 -6.268 0.0 0.0 0.0
O -2.390 -0.634 -0.742 -0.1 0.0 -0.1
C -0.395 4.999 2.790 0.0 0.0 0.0
C 5.246 1.220 1.895 -0.1 0.0 0.1
H 3.049 -0.865 4.186 0.0 0.0 0.0
H 1.660 1.230 -5.624 0.0 0.0 0.0
C -0.335 3.696 2.323 0.0 0.0 0.0
C 1.862 1.350 -2.249 0.0 0.0 0.0
H -2.315 -3.045 -1.441 0.0 0.0 0.0
Os -0.789 0.836 -0.198 0.4 0.2 -0.2
C -1.304 2.773 2.715 0.0 0.1 -0.1
O -1.046 0.533 -2.254 -0.1 -0.1 -0.1
H 2.385 3.114 -1.113 0.0 0.0 0.0
C -1.762 -1.601 -4.473 0.0 0.0 0.0
H -1.380 -6.142 -4.848 0.0 0.0 0.0
C 0.755 -2.253 -0.513 0.0 0.0 0.0
C -0.085 0.356 3.512 0.0 0.0 0.0
H 4.312 1.009 -1.384 0.0 0.0 0.0
C -5.021 0.004 1.902 0.0 0.0 0.0
C 5.341 1.195 0.492 0.0 0.0 0.0
H -5.951 0.476 1.616 0.0 0.0 0.0
C 2.037 -0.537 4.375 -0.1 0.0 -0.1
H -1.757 -0.627 -4.946 0.0 0.0 0.0
C -2.034 -1.729 -3.112 0.0 -0.1 0.0
H 6.295 1.395 0.021 0.0 0.0 0.0
N -1.789 3.319 -0.724 0.0 -0.2 0.1
C -3.796 -1.956 2.575 0.0 0.0 0.0
H -1.479 6.402 3.994 0.0 0.0 0.0
C 2.787 -3.236 -2.131 0.0 0.0 0.0
S -2.352 -0.281 -2.208 0.1 0.2 0.4
C -1.513 -2.742 -5.207 0.0 0.0 0.0
H 0.454 3.410 1.635 0.0 0.0 0.0
H -3.888 1.800 1.668 0.0 0.0 0.0
C 0.108 -0.387 5.802 0.1 0.0 0.0
H 3.380 -1.202 -2.400 0.0 0.0 0.0
H 1.996 -1.226 6.396 0.0 0.0 0.0
C -4.992 -1.347 2.217 0.0 0.0 0.0
O 1.743 0.344 2.125 0.1 -0.1 -0.3
C -2.630 -1.211 2.627 0.0 0.0 0.0
C 1.631 0.831 -3.522 0.0 0.0 0.0
C -1.424 5.381 3.640 0.0 0.0 0.0
C 2.442 3.479 -3.214 0.0 0.0 0.0
H -3.194 4.766 4.685 0.0 0.0 0.0
H -3.773 -3.009 2.818 0.0 0.0 0.0
C -0.645 0.152 4.766 -0.1 0.0 0.1
H -3.094 2.448 3.875 0.0 0.0 0.0
H 3.576 -3.621 -2.763 0.0 0.0 0.0
P 1.492 0.395 -0.773 -0.1 -0.2 0.1
H -0.283 -5.208 -5.869 0.0 0.0 0.0
C 1.437 -0.756 5.599 -0.1 0.0 0.0
H 3.944 1.021 3.578 0.0 0.0 0.0
H 1.977 -5.175 -1.697 0.0 0.0 0.0
H -5.904 -1.928 2.185 0.0 0.0 0.0
C -2.657 0.152 2.323 -0.1 0.1 0.0
H -1.704 -1.700 2.907 0.0 0.0 0.0
H 2.396 3.570 -5.355 0.0 0.0 0.0
C -2.082 -2.968 -2.494 0.0 0.0 0.0
C 1.832 1.633 -4.635 0.0 0.0 0.0
C 2.248 2.684 -2.099 0.0 0.0 0.0
```
Positions in Å, forces in eV/Å.

Löwdin atomic charge list, values in e, 8 entries: number 1, H, carries 0.13; number 2, H, carries 0.13; number 3, C, carries -0.35; number 4, C, carries -0.19; number 5, C, carries -0.04; number 6, C, carries -0.07; number 7, C, carries -0.25; number 8, C, carries -0.04

---

4.
The following is a quantum chemistry calculation of a structure of composition C26H19F6GeN2O4ReS3 at a distorted geometry, from the OMol25 dataset.

As for the total energy: -5360.87548 hartree. The value obtained for the energy relative to the best compared isomer or geometry (same formula, charge and spin) is 25.84 kcal/mol. The molar mass comes out at 892.5 g/mol. Its total charge is +2.

The geometry in XYZ format:
```
62
Properties=species:S:1:pos:R:3:forces:R:3
H 3.224 3.804 -3.007 0.0 0.0 0.0
Ge -1.077 0.716 -0.598 0.0 0.1 0.0
N 2.668 0.269 1.065 -0.1 0.2 0.2
C -4.371 -1.220 -2.284 0.0 0.0 -0.1
C -4.194 -1.057 -3.654 0.0 0.0 0.0
C -3.092 3.380 1.885 0.0 0.0 0.1
C 2.136 1.952 -3.038 0.1 0.1 0.0
Re 1.383 -1.350 1.185 0.3 0.7 0.2
C 0.768 2.950 -0.836 0.0 0.0 0.1
O 2.176 -5.299 1.406 0.1 -0.2 -0.1
C -3.171 2.726 3.108 0.0 0.0 0.0
O 1.806 -2.857 -0.757 1.1 0.2 -0.3
O 2.582 -2.914 1.889 0.8 1.2 -0.2
C -3.439 -0.698 -1.404 -0.1 -0.1 0.2
F 0.462 -3.163 4.026 0.0 -0.1 0.1
C 2.459 3.206 -2.528 0.0 0.0 0.0
H 3.741 0.153 -0.697 0.0 0.0 -0.1
F 0.682 -5.691 -1.338 -0.2 0.2 -0.1
F 0.252 -5.306 3.674 0.1 0.3 0.1
H -3.601 -0.801 -0.335 0.0 0.0 0.0
C -2.460 2.769 0.815 0.1 0.0 0.0
S 1.057 -0.008 2.938 0.1 0.1 0.0
F 2.136 -4.498 4.399 -0.1 0.1 0.0
H -3.530 4.362 1.765 0.0 0.0 0.0
C -3.089 -0.371 -4.137 0.0 0.0 0.0
C 4.063 2.519 1.703 0.2 0.2 0.0
C -2.627 1.457 3.258 -0.1 0.1 0.0
H 0.229 3.356 0.013 0.0 0.0 0.0
H -5.243 -1.736 -1.907 0.0 0.0 0.0
H -1.600 -0.162 2.304 -0.1 0.1 0.0
H 5.065 2.212 -0.169 0.0 0.0 0.0
C 3.085 2.067 2.587 -0.3 -0.3 0.1
H 2.028 4.676 -1.024 0.0 0.0 0.0
C -2.319 -0.019 -1.880 0.1 0.0 0.1
C 1.130 1.204 -2.444 0.0 -0.2 -0.1
F -1.364 -5.022 -1.020 0.2 0.1 -0.2
H -3.671 3.202 3.942 0.0 0.0 0.0
H 0.878 0.235 -2.868 0.0 0.1 0.0
C -0.181 -4.720 -1.488 0.0 0.1 0.2
C 0.424 1.699 -1.348 -0.2 0.0 0.1
C -1.901 1.496 0.959 0.1 0.1 -0.1
C -1.997 0.845 2.186 -0.1 -0.2 0.0
O -0.530 -2.146 -0.733 -0.2 0.0 0.1
C -2.153 0.145 -3.252 0.2 0.1 -0.1
N 0.320 -3.487 1.165 0.2 0.0 0.0
H -1.305 0.698 -3.642 0.0 0.0 0.0
C 3.590 0.716 0.210 0.0 0.0 0.1
S 1.682 -4.078 1.900 -1.1 -1.3 0.2
H -2.705 0.943 4.207 0.0 0.0 0.0
C 1.069 -4.278 3.672 -0.1 -0.2 -0.2
C -0.083 -1.005 0.054 0.3 -0.3 -0.3
H -4.927 -1.453 -4.343 0.0 0.0 0.0
S 0.484 -3.273 -0.410 -1.1 -0.5 0.2
H 2.654 1.570 -3.909 0.0 0.0 0.0
C 2.405 0.937 2.217 0.1 -0.1 -0.3
C 1.783 3.698 -1.419 0.0 0.0 0.0
H -2.421 3.286 -0.139 0.0 0.0 0.0
H -2.962 -0.228 -5.202 0.0 0.0 0.0
H 2.870 2.580 3.513 0.0 0.0 0.0
C 4.312 1.857 0.518 0.1 -0.1 -0.2
F -0.218 -4.252 -2.707 0.0 -0.2 0.2
H 4.631 3.406 1.952 0.0 0.0 0.0
```
Positions in Å, forces in eV/Å.

natural (NBO) atomic charge list, values in e, 8 entries: number 1, H, carries 0.24; number 2, Ge, carries 1.60; number 3, N, carries -0.49; number 4, C, carries -0.19; number 5, C, carries -0.17; number 6, C, carries -0.18; number 7, C, carries -0.20; number 8, Re, carries 0.81